Entry 1:
Computed, not measured: a single C4H8O2 molecule, with ωB97M-V/def2-TZVPD.

Summary:
Total charge = 0
Total energy = -307.6412 Eh

Structure (XYZ):
```
14
Properties=species:S:1:pos:R:3:forces:R:3:nbo_charge:R:1
O 0.44955 -0.58482 1.75340 0.2 0.0 -0.1 -0.72
C -0.69254 -1.03255 1.05572 -0.4 -0.1 -0.1 -0.09
C -1.19689 -0.08650 -0.02717 -0.1 0.0 0.2 -0.10
C 1.24946 1.31846 -0.65959 -0.1 -0.1 0.0 -0.57
C 0.68351 0.38541 -1.42641 0.2 0.1 0.0 0.15
O -0.49343 -0.25972 -1.25430 0.1 0.0 0.0 -0.50
H 1.19311 -0.56974 1.13662 -0.1 0.1 0.1 0.48
H -1.47774 -1.14870 1.81003 0.1 0.0 -0.1 0.18
H -0.52736 -2.01673 0.59096 0.0 0.1 0.1 0.17
H -1.15342 0.95425 0.31538 0.0 -0.1 -0.1 0.19
H -2.23727 -0.32541 -0.26585 0.1 0.0 0.0 0.20
H 0.79827 1.69917 0.24909 0.1 -0.1 -0.1 0.21
H 2.20094 1.73944 -0.96144 -0.1 -0.1 0.0 0.22
H 1.15335 0.03930 -2.34447 -0.1 0.1 0.1 0.19
```
Forces are in eV/Å.

Entry 2:
Computed, not measured: a 2-piece molecular cluster, C4H8O2 overall, with ωB97M-V/def2-TZVPD.

Summary:
Total charge = 0
Total energy = -307.3470 Eh

Structure (XYZ):
```
14
Properties=species:S:1:pos:R:3:forces:R:3:nbo_charge:R:1
O -0.15240 -0.87505 -2.11702 2.5 0.3 0.1 -0.53
C 1.11110 -0.84013 -1.61702 -2.7 -1.3 -0.2 -0.18
C 1.20838 -0.53849 -0.19268 1.5 2.9 -0.4 -0.10
C 0.32532 0.29556 0.40251 -2.6 0.0 -0.8 0.01
C 0.00437 0.24007 1.79413 2.6 -1.6 1.0 -0.63
O -2.06732 1.39912 1.28725 -0.3 0.4 -0.3 -0.91
H 1.66912 -1.79949 -1.71678 0.1 0.0 -1.0 0.22
H 1.79100 -0.05216 -2.12496 -0.5 -0.5 0.7 0.32
H 2.11857 -0.64238 0.33750 1.1 -0.9 0.4 0.21
H -0.47402 0.80583 -0.16792 0.5 -0.7 -0.1 0.26
H -0.66539 -0.66521 1.89137 0.1 1.4 0.5 0.30
H 0.92563 0.24209 2.47300 -1.3 -0.5 -0.7 0.21
H -0.75107 1.12262 1.80599 -1.8 0.7 0.7 0.35
H -2.75105 1.85408 1.81828 0.8 -0.2 0.1 0.46
```
Forces are in eV/Å.

Entry 3:
Computed, not measured: a 2-piece molecular cluster, C4H8O2 overall, with ωB97M-V/def2-TZVPD.

Summary:
Total charge = 0
Total energy = -307.5827 Eh

Structure (XYZ):
```
14
Properties=species:S:1:pos:R:3:forces:R:3:nbo_charge:R:1
C 1.99770 0.54619 -0.54974 0.2 -0.1 0.0 -0.25
O 0.60184 0.72089 -0.32788 -0.2 0.0 0.0 -0.50
C 0.03033 0.12118 0.72171 -0.3 0.6 0.5 0.26
C -1.30438 0.02128 0.86285 0.1 0.5 0.2 -0.46
C -2.24309 0.31267 -0.22369 -0.2 0.2 0.1 0.39
O -3.44835 0.37815 -0.08561 0.4 -0.1 -0.1 -0.53
H 2.31620 1.38226 -1.17577 -0.1 -0.1 0.1 0.21
H 2.18882 -0.39218 -1.08060 0.0 0.1 0.1 0.19
H 2.56507 0.56300 0.38911 -0.2 0.0 -0.1 0.18
H 0.71534 -0.33537 1.44278 -0.1 0.4 0.0 0.18
H 0.37441 -1.75562 -0.40881 -0.2 -0.7 -0.4 -0.05
H -1.70120 -0.36653 1.79376 0.0 0.0 -0.1 0.23
H -0.30910 -1.62227 -0.12952 0.6 -0.8 -0.6 0.04
H -1.78362 0.42636 -1.22859 -0.1 0.1 0.2 0.11
```
Forces are in eV/Å.

Copy entry 3 word for word.
Computed, not measured: a 2-piece molecular cluster, C4H8O2 overall, with ωB97M-V/def2-TZVPD.

Summary:
Total charge = 0
Total energy = -307.5827 Eh

Structure (XYZ):
```
14
Properties=species:S:1:pos:R:3:forces:R:3:nbo_charge:R:1
C 1.99770 0.54619 -0.54974 0.2 -0.1 0.0 -0.25
O 0.60184 0.72089 -0.32788 -0.2 0.0 0.0 -0.50
C 0.03033 0.12118 0.72171 -0.3 0.6 0.5 0.26
C -1.30438 0.02128 0.86285 0.1 0.5 0.2 -0.46
C -2.24309 0.31267 -0.22369 -0.2 0.2 0.1 0.39
O -3.44835 0.37815 -0.08561 0.4 -0.1 -0.1 -0.53
H 2.31620 1.38226 -1.17577 -0.1 -0.1 0.1 0.21
H 2.18882 -0.39218 -1.08060 0.0 0.1 0.1 0.19
H 2.56507 0.56300 0.38911 -0.2 0.0 -0.1 0.18
H 0.71534 -0.33537 1.44278 -0.1 0.4 0.0 0.18
H 0.37441 -1.75562 -0.40881 -0.2 -0.7 -0.4 -0.05
H -1.70120 -0.36653 1.79376 0.0 0.0 -0.1 0.23
H -0.30910 -1.62227 -0.12952 0.6 -0.8 -0.6 0.04
H -1.78362 0.42636 -1.22859 -0.1 0.1 0.2 0.11
```
Forces are in eV/Å.